No. 1
DFT (ωB97M-V/def2-TZVPD) results for C10H19NO2S as an isolated structure in a non-equilibrium geometry.

Last column: Mulliken charge in e.
Positions of all 33 atoms, in Å:
C -2.31474 -1.19808 0.15489  -0.626
C 3.57028 -0.41760 -0.56958  -0.463
C 2.73012 -1.55630 0.07721  -1.478
C 3.32313 0.88695 0.14273  -0.589
C 1.22868 -1.33963 -0.10457  -0.495
C 1.82104 1.11291 -0.12391  -1.227
C -2.78058 0.64139 1.36293  -0.881
C -1.53034 -0.19222 0.97391  0.114
C 0.88778 0.05494 0.48324  -0.112
C -3.59532 1.85596 -1.12268  -0.920
N -0.46542 0.52215 0.20592  -0.180
O -4.94656 -0.42603 -0.02141  -0.701
O -1.64696 -2.04592 -0.70377  -0.354
S -3.56441 0.07311 -0.18841  0.765
H 4.70123 -0.58791 -0.50141  0.335
H 3.12555 -0.47782 -1.64815  0.255
H 2.87727 -2.48504 -0.27691  0.532
H 2.85333 -1.69559 1.09540  0.558
H 3.67589 0.66581 1.24906  0.272
H 4.06491 1.53988 -0.33960  0.307
H 0.90672 -1.45114 -1.20513  0.240
H 0.69368 -2.08321 0.33910  0.610
H 1.35794 2.08841 0.07787  0.426
H 1.62717 1.09660 -1.16646  0.456
H -3.13790 0.10051 2.13666  0.475
H -2.52261 1.74984 1.37002  0.324
H -0.90274 -0.78900 1.61498  0.557
H 1.20463 0.22482 1.60442  0.129
H -2.58991 2.05725 -1.27637  0.344
H -4.32921 1.82017 -2.01048  0.320
H -3.89434 2.68720 -0.31036  0.267
H -0.45055 0.48994 -0.79210  0.352
H -1.97777 -2.92233 -0.52706  0.389

The HOMO-LUMO gap (alpha / beta) is 7.9161 / 7.9154 eV. The value obtained for the energy is -27091.754 eV. The relative energy (zero: lowest compared OMol25 entry of this formula, charge and spin) is 748.5 kJ/mol. As for the HOMO energy (alpha / beta): -0.27932 / -0.27929 hartree. The calculation puts the LUMO energy (alpha / beta) at 0.32 / 0.32 eV. As for the multiplicity: 1.

=====

No. 2
DFT (ωB97M-V/def2-TZVPD) results for CH3ClOP2 as an isolated structure in a non-equilibrium geometry.

Last column: Mulliken charge in e.
Positions of all 8 atoms, in Å:
C -0.86471 0.72641 -0.45791  -0.423
O 0.15100 -1.82209 -0.70389  -0.554
P 0.44303 -0.56092 -0.08766  0.611
P 1.87202 0.25040 1.13727  -0.112
Cl -2.08518 0.22393 0.79510  -0.151
H -0.80608 1.87131 -0.30866  0.312
H -1.24379 0.33578 -1.42643  0.271
H 2.53371 -1.02482 1.05217  0.047

The HOMO-LUMO gap is 8.8288 eV. The value obtained for the energy is -34232.028 eV. The relative energy (zero: lowest compared OMol25 entry of this formula, charge and spin) is 0.0 kJ/mol. As for the HOMO energy: -0.33580 hartree. The calculation puts the LUMO energy at -0.31 eV. As for the multiplicity: 1.

=====

No. 3
DFT (ωB97M-V/def2-TZVPD) results for an isolated molecule of C20H21N7OS in a non-equilibrium geometry.

Last column: Mulliken charge in e.
Positions of all 50 atoms, in Å:
C -6.61393 -2.46263 1.47253  -1.166
C -5.58252 -1.54805 0.90272  0.937
N -5.23655 -0.50895 1.62941  -0.592
C -4.32487 0.30719 1.14072  0.375
N -3.82658 1.41546 1.65134  -0.668
C -2.95034 1.83642 0.73166  0.296
N -2.83788 1.05427 -0.34652  -1.147
N -3.72037 0.07828 -0.10675  0.581
C -4.07007 -0.95936 -0.88523  1.402
C -5.02478 -1.80164 -0.36705  -1.158
H -5.35043 -2.65374 -0.94088  0.449
C -3.42405 -1.11517 -2.21840  -1.341
H -4.16263 -1.40262 -2.96299  0.440
H -2.95094 -0.18101 -2.51018  0.316
H -2.66330 -1.89425 -2.18043  0.233
S -2.06393 3.30071 0.94464  -0.164
C -1.25149 3.45625 -0.69004  -0.729
H -1.91852 3.01227 -1.42729  0.327
H -1.14030 4.52437 -0.86922  0.439
C 0.12724 2.80429 -0.72053  0.548
O 1.13287 3.44146 -0.94592  -0.633
N 0.08583 1.47645 -0.48113  0.140
C 1.21075 0.65246 -0.38175  1.125
C 2.43083 0.93789 0.20820  0.005
N 3.19330 -0.17511 0.02617  0.761
N 2.51774 -1.14653 -0.60446  -1.142
C 1.32044 -0.66839 -0.87143  0.188
C 0.27446 -1.46522 -1.56483  -0.948
H 0.69335 -2.41916 -1.87106  0.386
H -0.08939 -0.93166 -2.44211  0.272
H -0.56495 -1.64509 -0.89180  0.189
C 4.52890 -0.39747 0.38569  0.233
C 4.90138 -1.66639 0.81825  -0.379
C 6.21462 -1.91654 1.16651  -0.580
C 7.16128 -0.90773 1.08818  -0.394
C 6.79330 0.34850 0.63679  -0.698
C 5.48330 0.60826 0.27584  -0.254
H 5.20883 1.57594 -0.11263  0.482
H 7.53263 1.13121 0.55377  0.366
H 8.18567 -1.10313 1.36741  0.380
H 6.50068 -2.90148 1.50412  0.362
H 4.15069 -2.43923 0.86513  0.450
C 2.82676 2.11958 1.01145  -1.987
H 3.07670 2.96005 0.36382  0.305
H 3.66852 1.88731 1.65951  0.543
H 1.98127 2.43192 1.62360  0.425
H -0.82413 1.02640 -0.46747  0.049
H -6.92291 -2.09525 2.44581  0.356
H -6.20883 -3.46790 1.57501  0.310
H -7.47763 -2.51324 0.81185  0.310

The HOMO-LUMO gap is 8.2516 eV. The value obtained for the energy is -44395.243 eV. The relative energy (zero: lowest compared OMol25 entry of this formula, charge and spin) is 0.0 kJ/mol. As for the HOMO energy: -0.29559 hartree. The calculation puts the LUMO energy at 0.21 eV. The SMILES is Cc1cc(C)n2nc(SCC(=O)Nc3c(C)nn(-c4ccccc4)c3C)nc2n1. As for the multiplicity: 1.

=====

No. 4
DFT (ωB97M-V/def2-TZVPD) results for C2H2F3FeNO4S as an isolated structure in a non-equilibrium geometry.

Last column: Mulliken charge in e.
Positions of all 14 atoms, in Å:
O 0.35432 0.59497 2.80713  -0.596
C 1.57866 0.09339 2.55481  0.797
O 2.08536 0.91041 1.61079  -0.664
Fe 0.25203 0.95879 0.84207  0.476
H 1.51792 -0.63861 3.64833  0.195
N -0.54858 -0.79155 0.17996  -0.647
S -1.34967 -0.00038 -0.83251  1.471
O -2.80260 -0.21682 -1.01608  -0.602
O -0.99111 1.49070 -0.68317  -0.688
C -0.72882 -0.33839 -2.56514  0.690
F -0.92670 -1.62214 -2.86751  -0.221
F 0.57504 -0.08761 -2.65639  -0.252
F -1.36031 0.40252 -3.47378  -0.210
H 2.34447 -0.75526 2.45149  0.252

The HOMO-LUMO gap (alpha / beta) is 9.3644 / 7.6752 eV. The value obtained for the energy is -65153.722 eV. As for the HOMO energy (alpha / beta): -0.35915 / -0.38943 hartree. The calculation puts the LUMO energy (alpha / beta) at -0.41 / -2.92 eV. As for the multiplicity: 7.

=====

No. 5
DFT (ωB97M-V/def2-TZVPD) results for a 2-piece molecular cluster, CH4O2S overall in a non-equilibrium geometry.

Last column: Mulliken charge in e.
Positions of all 8 atoms, in Å:
C -0.13972 1.21050 -1.28055  -0.045
O -0.65594 0.40217 -0.56913  -0.337
O 0.92490 -0.21469 0.82999  -0.501
S 0.33523 -1.10662 1.83426  0.184
H 0.80096 0.86724 -1.87234  0.169
H -1.03505 -1.02474 1.45222  0.150
H -0.54181 2.20042 -1.72545  0.217
H 0.31144 -2.33428 1.33101  0.163

The HOMO-LUMO gap is 9.7177 eV. The value obtained for the energy is -16028.576 eV. The relative energy (zero: lowest compared OMol25 entry of this formula, charge and spin) is 337.7 kJ/mol. As for the HOMO energy: -0.33112 hartree. The calculation puts the LUMO energy at 0.71 eV. As for the multiplicity: 1.

=====

No. 6
DFT (ωB97M-V/def2-TZVPD) results for a 9-piece molecular cluster, C20H63N5O9 overall in a non-equilibrium geometry.

Last column: Mulliken charge in e.
Positions of all 97 atoms, in Å:
C -2.42126 3.32987 1.30443  -1.339
C -3.02093 3.70039 -0.03441  0.529
C -2.84629 2.58832 -1.06871  0.487
O -2.97474 3.14371 -2.35694  -0.397
C -2.89705 2.20161 -3.37082  -0.329
N -4.42374 4.08664 0.19442  -0.733
H -1.32847 3.32384 1.21163  0.300
H -2.69612 2.32169 1.59783  0.242
H -2.61466 4.11516 2.03194  0.462
H -2.57493 4.62183 -0.42432  0.173
H -3.65688 1.87223 -0.85001  0.251
H -1.87632 2.08645 -0.94701  -0.630
H -1.89111 1.76576 -3.46773  -0.067
H -3.06695 2.66905 -4.34485  0.263
H -3.64677 1.40729 -3.27590  0.281
H -4.77231 3.58272 1.00499  0.274
H -5.08134 3.89762 -0.55258  0.248
C 1.26081 -3.06037 6.63605  -1.523
C 0.72435 -3.65351 5.36181  0.857
C 1.28115 -2.92566 4.18560  -0.968
O 0.86235 -3.57495 2.98040  -0.288
C 1.35586 -2.94488 1.81137  -1.159
N 1.20357 -5.04332 5.30443  -0.790
H 2.32488 -2.83595 6.52479  0.349
H 1.15901 -3.67159 7.53088  0.373
H 0.75150 -2.11466 6.85414  0.357
H -0.37033 -3.64923 5.38977  0.269
H 2.37368 -3.02673 4.25531  0.507
H 0.93110 -1.88702 4.21934  0.297
H 2.43838 -3.14391 1.75539  0.387
H 1.13884 -1.88261 1.69601  0.462
H 0.95396 -3.54631 0.99048  0.383
H 0.73490 -5.62141 5.99703  0.266
H 0.95631 -5.51110 4.43418  0.246
C 1.43124 4.76004 0.04735  -1.384
C 2.36346 3.61602 -0.27227  1.244
C 3.74997 3.72736 0.31309  -0.806
O 4.31878 4.92660 -0.15678  -0.304
C 5.45529 5.30586 0.59080  -0.769
N 1.75778 2.37892 0.26853  -0.405
H 1.67314 5.64666 -0.54236  0.378
H 1.61843 5.06991 1.08007  0.334
H 0.38753 4.50399 -0.11610  0.165
H 2.48721 3.49754 -1.35924  -0.245
H 4.34119 2.87280 -0.02660  0.344
H 3.62794 3.82571 1.39710  0.415
H 5.20523 5.39326 1.65775  0.342
H 5.66359 6.34969 0.32559  0.261
H 6.34470 4.70632 0.39090  0.276
H 0.88091 2.20004 -0.21925  -0.302
H 2.27189 1.53273 0.01843  0.250
C 3.22387 -0.67264 -6.09297  -1.444
C 1.85294 -0.10737 -5.78321  0.557
C 1.83218 0.54424 -4.40681  -0.627
O 0.74154 1.40792 -4.29189  -0.370
C 0.87363 2.26290 -3.16233  -1.093
N 1.53167 0.90052 -6.83198  -0.818
H 3.52713 -1.38495 -5.32124  0.308
H 3.90425 0.16906 -6.20096  0.398
H 3.22504 -1.20196 -7.04690  0.385
H 1.02704 -0.83015 -5.80307  0.308
H 2.80534 0.94638 -4.09252  0.390
H 1.64173 -0.28840 -3.69711  0.194
H 0.02306 2.88156 -2.89996  0.478
H 1.75210 2.89489 -3.34393  0.473
H 1.13043 1.62279 -2.30673  0.386
H 1.21322 0.39207 -7.65143  0.266
H 0.72226 1.42427 -6.50507  0.275
C -3.93255 -2.71798 2.24546  -1.269
C -2.82854 -3.72735 2.19713  0.438
C -1.97155 -3.71306 0.93609  -0.263
O -2.72960 -4.10133 -0.19690  -0.328
C -2.83245 -5.47415 -0.41773  -0.763
N -1.98023 -3.53363 3.37505  -0.615
H -3.59275 -1.70578 2.46673  0.132
H -4.73119 -2.93756 2.95440  0.349
H -4.46074 -2.62467 1.28542  0.350
H -3.20190 -4.75286 2.28668  0.348
H -1.13741 -4.39767 1.11405  0.287
H -1.56566 -2.71253 0.76833  0.000
H -2.09454 -5.87257 -1.12673  0.257
H -3.80619 -5.65582 -0.87377  0.269
H -2.73859 -6.03832 0.51317  0.331
H -1.68482 -2.55650 3.31630  0.316
H -1.10935 -4.04249 3.46288  0.193
O -2.64324 -0.83288 -1.83597  -0.587
H -2.11303 -1.04114 -2.61555  0.293
H -2.99865 -1.69511 -1.56228  0.230
O -0.43196 0.22812 -0.33605  -0.002
H 0.40671 -0.20968 -0.55064  0.054
H -1.08561 -0.12984 -0.98258  0.221
O -1.56020 0.14582 2.21049  -0.630
H -1.15932 0.12830 1.31346  0.330
H -2.50788 0.16253 2.04796  0.208
O 2.30900 -1.09786 -0.65775  -0.539
H 3.10974 -0.93703 -1.17055  0.244
H 2.17633 -2.05250 -0.70492  0.244

The HOMO-LUMO gap is 8.5058 eV. The value obtained for the energy is -47637.039 eV. The relative energy (zero: lowest compared OMol25 entry of this formula, charge and spin) is 130.3 kJ/mol. As for the HOMO energy: -0.32126 hartree. The calculation puts the LUMO energy at -0.24 eV. The SMILES is COC[C@H](C)N.COC[C@H](C)N.COC[C@H](C)N.COC[C@H](C)N.COC[C@H](C)N.O.O.O.O. As for the multiplicity: 1.